A molecular structure, C17H34N3Si4TeTl at a distorted geometry, computed with ωB97M-V/def2-TZVPD.

The max |F| is 5.57 eV/A. As for the gap between HOMO and LUMO: 5.54 eV. The spin multiplicity is 1. As for the energy above the lowest of the compared OMol25 structures with the same formula, charge and spin: 0.531 eV. The total energy is -66149.7352 eV. The HOMO energy is -6.353 eV.

Element x y z (Å)
Tl 13.22 5.64 10.32
C 9.19 4.50 7.21
C 10.47 4.72 7.92
N 11.53 4.85 8.45
H 8.34 4.64 7.87
H 9.24 3.46 6.77
H 9.10 5.31 6.41
N 16.46 -1.25 7.78
C 16.01 -0.22 8.09
C 15.57 1.08 8.42
C 16.37 2.21 8.48
C 15.73 3.43 8.82
N 14.43 3.56 9.11
C 13.68 2.47 8.94
C 14.15 1.21 8.66
H 17.44 2.24 8.28
H 16.36 4.31 8.98
H 12.61 2.61 9.06
H 13.51 0.33 8.64
C 7.94 3.90 13.82
Si 8.99 2.79 14.97
C 8.45 2.86 16.76
C 8.75 1.05 14.33
Si 11.29 3.40 14.79
Te 11.82 3.45 12.39
Si 12.89 1.86 15.63
C 13.50 0.57 14.36
C 12.11 0.84 17.09
C 14.48 2.66 16.27
Si 11.84 5.63 15.25
C 11.81 5.94 17.08
C 13.54 6.07 14.67
C 10.54 6.61 14.27
H 7.04 3.36 13.51
H 8.60 4.09 12.96
H 7.63 4.84 14.19
H 7.36 2.70 16.78
H 8.72 3.84 17.21
H 8.87 2.07 17.34
H 7.71 0.71 14.18
H 9.18 0.34 15.04
H 9.35 0.89 13.38
H 12.62 0.06 13.95
H 14.27 -0.17 14.71
H 13.92 1.11 13.50
H 11.15 0.49 16.77
H 11.91 1.49 17.93
H 12.84 0.00 17.37
H 15.13 2.83 15.37
H 14.97 2.00 17.01
H 14.33 3.61 16.73
H 12.40 5.14 17.53
H 10.77 5.87 17.50
H 12.33 6.86 17.41
H 14.32 5.61 15.28
H 13.66 7.16 14.70
H 13.65 5.75 13.64
H 9.51 6.28 14.43
H 10.70 6.55 13.17
H 10.59 7.65 14.47